Entry 1:
C3H6INO | the ωB97M-V functional and the def2-TZVPD basis

Atoms and positions in Å:
1 I 3.099243 -0.253679 -0.035838
2 O 0.014085 -0.820592 0.065684
3 N -0.591326 1.394351 -0.410140
4 C 1.532805 1.061774 0.550776
5 C -1.217761 -1.372964 -0.279245
6 C 0.227193 0.549198 0.058500
7 H 1.629307 2.064562 0.104537
8 H -1.256111 -2.112410 -1.141802
9 H -2.005110 -0.564184 -0.252961
10 H -1.326318 -2.204357 0.482011
11 H 1.387828 1.189570 1.627046
12 H -1.493840 1.068735 -0.768563

Forces on the atoms, in the same order (eV/Å):
I 0.13 0.34 0.30
O 1.93 1.05 0.22
N 0.01 0.43 0.16
C -0.58 0.10 0.14
C -1.22 -1.84 0.93
C -2.21 -0.81 -1.94
H 0.30 -0.65 0.18
H 0.51 1.96 -0.10
H 0.44 -1.56 -0.12
H -0.67 1.40 -0.04
H 0.79 -0.29 0.03
H 0.58 -0.13 0.24

Output
maximum force	3.06	eV/A
ΔE to the lowest compared entry with this formula, charge and spin	19.8	kcal/mol
LUMO level	0.5	eV
SMILES	[H]/N=C(/CI)OC
2S+1	1
HOMO energy	-9.53	eV
E_tot	-545.55015	hartree
molar mass	198.991	g mol⁻¹

***

Entry 2:
C3H6IO3 | the ωB97M-V functional and the def2-TZVPD basis

Atoms and positions in Å:
1 I 13.468580 15.235010 10.446270
2 O 16.844490 18.604150 11.546610
3 O 17.591250 16.973700 12.863640
4 O 18.979020 18.477480 11.717880
5 C 20.184450 17.792310 12.154190
6 C 15.466220 18.374940 11.856060
7 C 17.779920 17.871860 12.056620
8 H 21.025720 18.483570 12.103860
9 H 15.320500 18.346140 12.935900
10 H 20.105430 17.466630 13.191390
11 H 14.919420 19.238560 11.477560
12 H 15.152630 17.469950 11.335720
13 H 20.375310 16.936400 11.506830

Forces on the atoms, in the same order (eV/Å):
I -0.04 -0.08 -0.02
O -0.79 1.37 -1.39
O 0.83 0.55 -1.37
O -0.48 -1.33 0.37
C -0.42 -0.04 0.14
C 0.26 -0.04 0.08
C 1.20 -0.09 2.42
H -0.35 0.18 -0.29
H 0.05 -0.39 -0.07
H -0.25 -0.08 -0.09
H 0.20 -0.12 -0.17
H -0.19 0.06 0.35
H -0.03 0.01 0.06

Output
maximum force	2.70	eV/A
ΔE to the lowest compared entry with this formula, charge and spin	0.0	kcal/mol
LUMO level (alpha / beta)	0.8 / -3.5	eV
⟨S²⟩	0.753
2S+1	2
HOMO energy (alpha / beta)	-10.43 / -10.10	eV
E_tot	-641.28968	hartree
molar mass	216.982	g mol⁻¹

***

Entry 3:
C3H6IO3V | the ωB97M-V functional and the def2-TZVPD basis

Atoms and positions in Å:
1 I -5.066400 -14.653500 9.890810
2 V -5.233910 -12.047030 8.698760
3 O -6.844440 -11.595350 12.749280
4 O -6.269860 -9.577710 12.035320
5 O -6.303180 -11.303190 10.560220
6 C -7.466490 -12.846730 12.541250
7 C -5.724000 -8.565310 11.158550
8 C -6.406400 -10.831640 11.718940
9 H -6.877870 -13.419550 11.824660
10 H -7.674960 -13.577240 13.322910
11 H -6.458900 -8.454910 10.361160
12 H -5.682590 -7.549420 11.551430
13 H -4.720070 -8.732120 10.768150
14 H -8.410210 -12.724980 12.009590

Forces on the atoms, in the same order (eV/Å):
I 0.09 1.66 -1.10
V -0.78 -1.50 2.52
O 1.00 2.54 0.09
O 0.79 0.06 1.27
O 0.97 0.41 -0.39
C -0.46 -1.73 -2.98
C -0.74 0.24 -1.51
C -1.45 -1.88 -0.27
H 0.24 0.03 0.06
H 0.61 1.26 1.10
H 0.28 -0.22 -0.40
H -0.27 -0.58 1.24
H -0.11 -0.74 0.17
H -0.19 0.45 0.20

Output
net charge	+1
maximum force	3.48	eV/A
ΔE to the lowest compared entry with this formula, charge and spin	27.4	kcal/mol
LUMO level (alpha / beta)	-6.1 / -5.9	eV
⟨S²⟩	3.784
2S+1	4
HOMO energy (alpha / beta)	-12.57 / -12.66	eV
E_tot	-1585.00685	hartree
molar mass	267.926	g mol⁻¹

***

Entry 4:
C3H6LiO5Tl | the ωB97M-V functional and the def2-TZVPD basis

Atoms and positions in Å:
1 Tl 1.447311 1.713622 -3.296156
2 O 0.530326 -0.217391 -2.989150
3 O 0.649478 -0.802987 2.587080
4 O 0.609864 1.382859 2.031825
5 O -0.610682 -1.038956 0.373944
6 O -1.153796 0.432375 3.047591
7 C -0.247878 -0.891335 -2.080289
8 C -0.074010 -0.300230 -0.685335
9 C 0.013903 0.303856 2.335290
10 Li 1.235919 2.201354 0.550690
11 H -1.743443 0.998648 2.538912
12 H 0.000096 -1.974855 -2.002670
13 H -0.546934 0.707413 -0.709952
14 H 0.203792 -1.502004 1.145661
15 H 1.019627 -0.178859 -0.521615
16 H -1.333572 -0.833512 -2.325825

Forces on the atoms, in the same order (eV/Å):
Tl 0.18 0.45 0.29
O -0.11 -0.38 -0.46
O -1.55 1.68 -1.60
O -1.04 -0.14 -1.70
O 1.88 -2.02 2.27
O -0.71 -0.38 -1.18
C -0.33 -0.28 0.48
C 0.82 0.03 0.38
C 3.75 -1.54 4.31
Li -0.16 -0.43 -0.06
H 0.01 0.30 0.12
H 0.01 0.31 -0.17
H 0.21 -0.15 0.15
H -2.96 2.46 -2.55
H -0.29 0.21 -0.25
H 0.29 -0.12 -0.03

Output
net charge	-1
maximum force	5.92	eV/A
ΔE to the lowest compared entry with this formula, charge and spin	15.9	kcal/mol
LUMO level (alpha / beta)	2.5 / 2.8	eV
⟨S²⟩	0.752
2S+1	2
HOMO energy (alpha / beta)	-1.32 / -4.93	eV
E_tot	-674.13896	hartree
molar mass	333.400	g mol⁻¹